1.
{"formula": "C13H23ClF3NO2", "method": "wB97M-V/def2-TZVPD", "symbols": ["C", "C", "C", "O", "C", "N", "C", "C", "C", "C", "F", "C", "F", "F", "O", "C", "C", "Cl", "C", "C", "H", "H", "H", "H", "H", "H", "H", "H", "H", "H", "H", "H", "H", "H", "H", "H", "H", "H", "H", "H", "H", "H", "H"], "xyz": [[2.495, -2.892, 0.163], [2.467, -2.822, -1.365], [1.058, -2.658, -1.931], [0.218, -1.889, -1.079], [-0.262, -0.687, -1.643], [0.743, 0.354, -1.747], [-1.451, -0.164, -0.816], [-2.340, -1.216, -0.159], [-1.767, -2.079, 0.978], [-1.011, -1.376, 2.057], [0.333, -1.487, 2.030], [-1.535, -0.696, 3.047], [-2.822, -0.385, 3.112], [-0.874, -0.237, 4.093], [-1.015, 0.776, 0.147], [-1.464, 2.087, -0.083], [-0.718, 3.090, 0.804], [-0.220, 2.353, 2.352], [0.479, 3.687, 0.069], [1.394, 4.566, 0.924], [2.326, -1.914, 0.609], [3.467, -3.254, 0.500], [1.737, -3.579, 0.543], [2.901, -3.738, -1.770], [3.080, -1.975, -1.684], [0.585, -3.636, -2.069], [1.113, -2.184, -2.918], [-0.605, -0.881, -2.669], [1.350, 0.300, -0.934], [1.323, 0.188, -2.562], [-2.080, 0.350, -1.554], [-2.702, -1.879, -0.952], [-3.223, -0.696, 0.220], [-1.121, -2.853, 0.572], [-2.610, -2.586, 1.455], [-1.263, 2.369, -1.124], [-2.544, 2.154, 0.102], [-1.415, 3.892, 1.046], [1.031, 2.887, -0.428], [0.054, 4.302, -0.731], [2.257, 4.015, 1.292], [0.858, 4.993, 1.773], [1.773, 5.400, 0.331]], "nbo_charge": [-0.601, -0.420, -0.059, -0.564, 0.230, -0.849, 0.102, -0.404, -0.466, 0.243, -0.319, 0.664, -0.311, -0.298, -0.553, -0.064, -0.194, -0.056, -0.417, -0.614, 0.220, 0.206, 0.205, 0.204, 0.191, 0.176, 0.165, 0.155, 0.373, 0.358, 0.179, 0.211, 0.213, 0.249, 0.225, 0.185, 0.170, 0.208, 0.218, 0.203, 0.216, 0.212, 0.208], "smiles": "CCCO[C@H](N)[C@@H](CCC(F)=C(F)F)OC[C@@H](Cl)CC", "gap_ev": 9.50}



2.
{"formula": "C13H23F3NO4OsP2", "method": "wB97M-V/def2-TZVPD", "symbols": ["Os", "P", "C", "C", "N", "C", "C", "C", "C", "C", "P", "H", "H", "H", "H", "H", "H", "H", "H", "O", "H", "H", "O", "H", "C", "H", "H", "H", "C", "H", "H", "H", "C", "H", "H", "H", "C", "H", "H", "H", "F", "C", "F", "F", "C", "O", "O"], "xyz": [[0.027, -0.140, 0.888], [-2.229, 0.287, 0.496], [-2.093, 0.677, -1.264], [-0.815, 1.206, -1.755], [0.276, 0.927, -1.002], [1.501, 1.320, -1.431], [1.672, 2.045, -2.613], [0.542, 2.352, -3.377], [-0.720, 1.925, -2.948], [2.677, 0.948, -0.532], [2.278, -0.557, 0.553], [-1.600, 2.142, -3.535], [2.655, 2.360, -2.931], [0.643, 2.909, -4.297], [3.572, 0.751, -1.121], [2.889, 1.796, 0.120], [-2.242, -1.356, -3.129], [-3.002, 0.942, -1.785], [-0.681, -3.799, -1.707], [-2.021, -2.303, -3.445], [-2.692, -2.573, -4.139], [-0.250, -1.557, 1.354], [-0.159, -4.244, -0.930], [0.590, -3.626, -0.689], [2.818, -1.959, -0.583], [3.854, -1.822, -0.894], [2.736, -2.917, -0.068], [2.191, -1.986, -1.475], [3.649, -0.490, 1.839], [3.634, -1.392, 2.450], [4.624, -0.410, 1.357], [3.507, 0.374, 2.490], [-3.002, 1.752, 1.274], [-3.972, 1.964, 0.826], [-3.144, 1.584, 2.341], [-2.366, 2.629, 1.152], [-3.389, -1.120, 0.653], [-3.598, -1.320, 1.703], [-4.333, -0.905, 0.153], [-2.966, -2.026, 0.221], [-0.206, 0.475, 5.358], [-0.144, 0.255, 3.994], [1.019, -0.432, 3.703], [-1.232, -0.507, 3.614], [-0.159, 1.556, 3.255], [-0.235, 2.690, 3.914], [-0.104, 1.576, 1.942]], "nbo_charge": [0.822, 1.045, -0.453, 0.131, -0.477, 0.276, -0.192, -0.071, -0.168, -0.737, 0.939, 0.268, 0.277, 0.277, 0.283, 0.295, 0.499, 0.254, 0.537, -0.761, 0.535, -0.069, -0.321, 0.508, -0.915, 0.293, 0.253, 0.228, -0.878, 0.281, 0.283, 0.276, -0.925, 0.289, 0.288, 0.284, -0.936, 0.292, 0.278, 0.245, -0.244, 0.885, -0.310, -0.308, 0.598, -0.378, -0.574], "total_charge": 3, "gap_ev": [6.05, 2.44], "relative_energy_kcal_mol": 66.77, "multiplicity": 5}



3.
{"formula": "C13H23F5NNdO2P2", "method": "wB97M-V/def2-TZVPD", "symbols": ["Nd", "P", "C", "C", "N", "C", "C", "C", "C", "C", "P", "H", "H", "H", "H", "H", "H", "H", "H", "O", "H", "H", "O", "H", "C", "H", "H", "H", "C", "H", "H", "H", "C", "H", "H", "H", "C", "H", "H", "H", "F", "C", "F", "C", "F", "F", "F"], "xyz": [[0.027, -0.369, 0.995], [0.406, 2.472, 1.058], [-1.097, 2.355, 0.057], [-1.020, 1.742, -1.197], [-0.527, 0.436, -1.264], [-0.328, -0.187, -2.494], [-0.589, 0.470, -3.662], [-1.098, 1.763, -3.668], [-1.320, 2.405, -2.414], [0.205, -1.582, -2.490], [0.125, -2.505, -0.885], [-1.713, 3.406, -2.365], [-0.394, -0.054, -4.586], [-1.323, 2.293, -4.598], [-0.331, -2.171, -3.257], [1.275, -1.569, -2.803], [-1.932, 1.299, 0.957], [-1.631, 3.270, 0.100], [-2.048, -1.189, 1.989], [-2.272, 0.523, 1.358], [-3.139, 0.153, 0.955], [-0.223, -1.442, 2.609], [-1.591, -1.853, 2.353], [-1.872, -2.754, 2.123], [-1.329, -3.561, -1.210], [-1.065, -4.361, -1.915], [-1.660, -4.015, -0.264], [-2.150, -2.965, -1.628], [1.497, -3.680, -1.110], [1.834, -4.001, -0.114], [1.174, -4.562, -1.679], [2.338, -3.195, -1.620], [1.512, 3.460, -0.006], [1.312, 4.538, 0.117], [2.554, 3.259, 0.274], [1.383, 3.187, -1.068], [-0.024, 3.678, 2.351], [0.626, 3.508, 3.221], [0.127, 4.708, 1.990], [-1.070, 3.541, 2.662], [0.763, -2.024, 3.593], [1.224, -0.744, 3.188], [1.285, 0.004, 4.331], [2.667, -0.885, 2.657], [3.367, -1.839, 3.309], [2.686, -1.254, 1.300], [3.361, 0.292, 2.750]], "mulliken_spin": [3.070, -0.016, 0.002, -0.015, -0.015, 0.003, -0.003, 0.003, -0.004, -0.001, -0.006, 0.000, 0.000, 0.000, 0.000, 0.000, -0.002, -0.001, -0.003, -0.004, 0.002, 0.020, 0.004, 0.001, -0.001, 0.000, 0.000, 0.000, 0.000, 0.000, 0.000, 0.000, -0.005, 0.000, 0.000, 0.001, -0.002, 0.000, 0.000, 0.000, 0.004, -0.023, -0.003, -0.004, -0.001, -0.001, 0.000], "total_charge": 2, "gap_ev": [4.97, 5.13], "relative_energy_kcal_mol": 160.97, "multiplicity": 4}



4.
{"formula": "C13H23FO23S5", "method": "wB97M-V/def2-TZVPD", "symbols": ["C", "C", "O", "C", "O", "O", "F", "H", "H", "H", "C", "C", "O", "S", "O", "O", "O", "H", "H", "H", "H", "C", "C", "O", "S", "O", "O", "O", "H", "H", "H", "H", "C", "C", "O", "S", "O", "O", "O", "H", "H", "H", "H", "C", "C", "O", "S", "O", "O", "O", "H", "H", "H", "H", "C", "C", "O", "S", "O", "O", "O", "H", "H", "H", "H"], "xyz": [[14.745, 9.825, -1.935], [15.405, 8.764, -2.692], [14.320, 7.843, -2.815], [13.214, 8.419, -2.812], [12.129, 8.043, -3.285], [13.357, 9.499, -2.149], [16.357, 8.345, -1.924], [14.994, 10.777, -2.404], [14.938, 9.848, -0.862], [15.753, 9.169, -3.642], [19.000, 12.250, -7.953], [18.522, 11.066, -8.771], [17.289, 10.732, -8.313], [17.065, 11.077, -6.734], [17.151, 9.835, -5.961], [15.907, 11.986, -6.581], [18.561, 11.843, -6.669], [18.489, 13.170, -8.239], [20.081, 12.372, -7.884], [19.212, 10.236, -8.624], [18.527, 11.355, -9.822], [9.267, 9.278, -1.536], [7.934, 8.552, -1.240], [8.239, 7.585, -0.340], [9.369, 8.267, 0.716], [10.288, 7.263, 1.245], [8.587, 9.153, 1.613], [10.118, 9.118, -0.429], [9.020, 10.304, -1.810], [9.722, 8.980, -2.480], [7.454, 8.106, -2.112], [7.278, 9.346, -0.883], [16.880, 4.638, -2.227], [16.177, 5.019, -0.984], [16.072, 3.848, -0.169], [17.253, 2.751, -0.512], [16.656, 1.461, -0.728], [18.287, 2.871, 0.469], [17.718, 3.473, -1.939], [17.450, 5.482, -2.615], [16.135, 4.331, -2.961], [15.163, 5.285, -1.285], [16.620, 5.933, -0.587], [12.766, 9.845, 2.660], [13.691, 10.853, 3.373], [14.810, 10.165, 3.840], [15.370, 9.140, 2.611], [16.007, 7.926, 3.181], [16.025, 9.944, 1.554], [13.695, 8.897, 2.153], [12.423, 10.090, 1.654], [12.023, 9.456, 3.356], [13.207, 11.331, 4.225], [13.986, 11.624, 2.661], [8.057, 4.725, -5.798], [8.097, 5.686, -7.036], [8.973, 6.734, -6.741], [10.021, 6.425, -5.497], [9.781, 7.393, -4.411], [11.343, 6.071, -6.014], [9.255, 4.938, -5.138], [7.876, 3.680, -6.046], [7.318, 4.961, -5.032], [7.057, 5.760, -7.351], [8.570, 5.136, -7.849]], "nbo_charge": [-0.133, 0.435, -0.491, 0.972, -0.610, -0.477, -0.305, 0.200, 0.229, 0.177, -0.095, -0.094, -0.667, 2.445, -0.870, -0.844, -0.675, 0.190, 0.220, 0.185, 0.206, -0.117, -0.108, -0.640, 2.443, -0.847, -0.886, -0.655, 0.185, 0.236, 0.213, 0.176, -0.092, -0.108, -0.668, 2.492, -0.872, -0.883, -0.679, 0.208, 0.191, 0.211, 0.197, -0.097, -0.113, -0.649, 2.390, -0.804, -0.871, -0.679, 0.222, 0.202, 0.214, 0.186, -0.088, -0.101, -0.676, 2.445, -0.838, -0.834, -0.679, 0.204, 0.176, 0.213, 0.181], "gap_ev": 10.96}



5.
{"formula": "C13H23FOSi", "method": "wB97M-V/def2-TZVPD", "symbols": ["C", "C", "C", "C", "Si", "C", "C", "O", "C", "H", "H", "H", "H", "H", "H", "H", "H", "H", "H", "H", "H", "H", "H", "H", "H", "H", "H", "F", "C", "C", "C", "C", "C", "C", "H", "H", "H", "H", "H"], "xyz": [[3.131, -1.558, -0.886], [3.533, -0.436, 0.088], [3.556, 0.977, -0.539], [4.664, 1.845, 0.065], [1.893, 1.844, -0.362], [1.551, 2.231, 1.438], [0.460, 0.811, -1.099], [-0.620, 0.564, -0.198], [-0.376, -0.529, 0.652], [3.951, -2.255, -1.059], [2.840, -1.156, -1.859], [2.283, -2.139, -0.521], [2.853, -0.455, 0.946], [4.520, -0.643, 0.512], [3.753, 0.864, -1.611], [5.653, 1.451, -0.184], [4.595, 1.869, 1.156], [4.627, 2.878, -0.288], [1.961, 3.124, -1.119], [0.490, 2.423, 1.603], [2.107, 3.121, 1.741], [1.848, 1.412, 2.097], [0.818, -0.142, -1.510], [0.029, 1.366, -1.936], [-1.267, -0.673, 1.261], [0.479, -0.361, 1.318], [-0.190, -1.445, 0.077], [-3.707, -2.721, -1.867], [-4.322, -1.979, -0.919], [-3.683, -0.852, -0.444], [-4.324, -0.100, 0.532], [-5.571, -0.479, 1.011], [-6.185, -1.618, 0.509], [-5.561, -2.384, -0.466], [-2.715, -0.564, -0.830], [-3.837, 0.789, 0.914], [-6.063, 0.113, 1.770], [-7.158, -1.917, 0.878], [-6.017, -3.276, -0.873]], "nbo_charge": [-0.615, -0.403, -0.648, -0.606, 1.358, -1.117, -0.493, -0.553, -0.252, 0.214, 0.202, 0.208, 0.192, 0.205, 0.221, 0.208, 0.204, 0.212, -0.193, 0.251, 0.244, 0.234, 0.190, 0.216, 0.198, 0.163, 0.167, -0.330, 0.398, -0.298, -0.181, -0.239, -0.191, -0.289, 0.245, 0.218, 0.215, 0.215, 0.229], "smiles": "CC[C@H](C)[Si@H](C)COC.Fc1ccccc1", "gap_ev": 10.12}



What did the third record say?
{"formula": "C13H23F5NNdO2P2", "method": "wB97M-V/def2-TZVPD", "symbols": ["Nd", "P", "C", "C", "N", "C", "C", "C", "C", "C", "P", "H", "H", "H", "H", "H", "H", "H", "H", "O", "H", "H", "O", "H", "C", "H", "H", "H", "C", "H", "H", "H", "C", "H", "H", "H", "C", "H", "H", "H", "F", "C", "F", "C", "F", "F", "F"], "xyz": [[0.027, -0.369, 0.995], [0.406, 2.472, 1.058], [-1.097, 2.355, 0.057], [-1.020, 1.742, -1.197], [-0.527, 0.436, -1.264], [-0.328, -0.187, -2.494], [-0.589, 0.470, -3.662], [-1.098, 1.763, -3.668], [-1.320, 2.405, -2.414], [0.205, -1.582, -2.490], [0.125, -2.505, -0.885], [-1.713, 3.406, -2.365], [-0.394, -0.054, -4.586], [-1.323, 2.293, -4.598], [-0.331, -2.171, -3.257], [1.275, -1.569, -2.803], [-1.932, 1.299, 0.957], [-1.631, 3.270, 0.100], [-2.048, -1.189, 1.989], [-2.272, 0.523, 1.358], [-3.139, 0.153, 0.955], [-0.223, -1.442, 2.609], [-1.591, -1.853, 2.353], [-1.872, -2.754, 2.123], [-1.329, -3.561, -1.210], [-1.065, -4.361, -1.915], [-1.660, -4.015, -0.264], [-2.150, -2.965, -1.628], [1.497, -3.680, -1.110], [1.834, -4.001, -0.114], [1.174, -4.562, -1.679], [2.338, -3.195, -1.620], [1.512, 3.460, -0.006], [1.312, 4.538, 0.117], [2.554, 3.259, 0.274], [1.383, 3.187, -1.068], [-0.024, 3.678, 2.351], [0.626, 3.508, 3.221], [0.127, 4.708, 1.990], [-1.070, 3.541, 2.662], [0.763, -2.024, 3.593], [1.224, -0.744, 3.188], [1.285, 0.004, 4.331], [2.667, -0.885, 2.657], [3.367, -1.839, 3.309], [2.686, -1.254, 1.300], [3.361, 0.292, 2.750]], "mulliken_spin": [3.070, -0.016, 0.002, -0.015, -0.015, 0.003, -0.003, 0.003, -0.004, -0.001, -0.006, 0.000, 0.000, 0.000, 0.000, 0.000, -0.002, -0.001, -0.003, -0.004, 0.002, 0.020, 0.004, 0.001, -0.001, 0.000, 0.000, 0.000, 0.000, 0.000, 0.000, 0.000, -0.005, 0.000, 0.000, 0.001, -0.002, 0.000, 0.000, 0.000, 0.004, -0.023, -0.003, -0.004, -0.001, -0.001, 0.000], "total_charge": 2, "gap_ev": [4.97, 5.13], "relative_energy_kcal_mol": 160.97, "multiplicity": 4}